This record from OMol25 describes C23H44LaNP3S as an isolated structure at a distorted geometry. The level of theory is the ωB97M-V functional and the def2-TZVPD basis.

CARTESIAN COORDINATES (ANGSTROEM)
La: -0.180 -0.251 -0.047
P: 1.847 1.208 1.565
P: -1.645 2.138 0.900
P: 0.974 1.949 -1.548
H: -0.353 -3.210 -0.115
C: 0.679 -3.375 -0.503
C: 1.728 -2.713 0.057
H: 1.782 -2.600 1.140
C: 2.205 0.942 3.325
C: 1.663 3.039 1.685
C: 3.558 1.031 0.887
C: -3.340 1.880 0.273
C: -2.038 2.482 2.645
C: -1.364 3.882 0.383
C: 2.209 0.978 -2.504
C: 1.748 3.606 -1.693
C: -0.375 2.094 -2.789
H: 0.770 -4.157 -1.271
H: 2.614 -2.385 -0.488
H: 2.359 -0.118 3.546
H: 1.371 1.307 3.938
H: 3.113 1.503 3.589
H: 0.781 3.281 2.295
H: 1.555 3.500 0.696
H: 2.561 3.451 2.167
H: 3.838 -0.032 0.908
H: 4.233 1.596 1.546
H: 3.653 1.398 -0.144
H: -3.946 2.764 0.512
H: -3.765 0.994 0.760
H: -3.313 1.724 -0.812
H: -2.920 3.136 2.663
H: -1.201 2.977 3.144
H: -2.260 1.552 3.174
H: -2.240 4.456 0.714
H: -1.254 3.958 -0.703
H: -0.465 4.283 0.862
H: 2.037 1.274 -3.547
H: 2.096 -0.115 -2.411
H: 3.229 1.250 -2.202
H: 1.877 3.804 -2.765
H: 2.730 3.645 -1.203
H: 1.116 4.392 -1.262
H: 0.143 2.290 -3.737
H: -1.036 2.935 -2.540
H: -0.982 1.181 -2.900
C: -0.699 -2.723 -4.542
C: -1.707 -2.510 -5.523
C: -1.694 -3.196 -6.753
C: -0.651 -4.084 -7.070
C: 0.279 -4.383 -6.063
C: 0.252 -3.729 -4.815
S: -0.599 -1.607 -3.132
H: -0.584 -2.403 -1.973
H: -2.494 -1.770 -5.337
H: -2.485 -3.028 -7.497
H: -0.573 -4.533 -8.077
H: 1.048 -5.130 -6.279
H: 0.990 -3.957 -4.049
C: -1.597 -2.497 6.366
C: -1.316 -1.968 4.984
C: -0.019 -2.046 4.456
C: 0.206 -1.685 3.130
N: -0.766 -1.171 2.325
C: -2.009 -1.039 2.863
C: -2.313 -1.432 4.160
H: -1.339 -3.564 6.439
H: -1.012 -1.982 7.142
H: -2.657 -2.392 6.620
H: 0.837 -2.392 5.045
H: 1.199 -1.793 2.674
H: -2.762 -0.608 2.199
H: -3.332 -1.306 4.517

Atomic forces in eV per Å
La 0.1 -0.9 -0.2
P 1.1 1.0 0.5
P -0.8 1.5 0.5
P 0.5 0.6 -0.9
H 0.7 -1.2 0.7
C 0.2 0.2 0.7
C -0.4 0.0 -0.5
H -0.6 0.9 -0.2
C -0.1 -0.5 0.4
C -0.1 0.0 -0.4
C -0.2 -0.1 -0.1
C 0.2 -0.3 -0.2
C 0.1 -0.4 0.3
C 0.2 -0.2 -0.2
C 0.0 -0.1 0.0
C -0.1 0.2 0.2
C -0.1 0.0 0.0
H -0.1 1.2 -0.5
H 0.3 -1.3 0.1
H 0.1 0.3 0.1
H 0.1 -0.1 -0.1
H -0.3 -0.2 -0.1
H 0.4 -0.1 -0.1
H 0.0 -0.1 0.5
H -0.3 -0.1 -0.1
H 0.1 0.3 0.0
H -0.1 -0.2 -0.3
H 0.0 -0.1 0.4
H 0.1 -0.3 -0.1
H -0.2 0.2 -0.2
H -0.3 0.1 0.1
H 0.2 -0.1 0.1
H -0.2 -0.1 0.0
H 0.0 0.2 0.1
H 0.2 -0.1 -0.2
H -0.1 0.1 0.2
H -0.3 0.0 -0.1
H 0.3 -0.3 0.1
H 0.0 0.3 -0.2
H -0.3 -0.1 -0.1
H 0.0 0.0 0.2
H -0.3 -0.1 -0.1
H 0.1 -0.2 -0.2
H -0.4 0.0 0.1
H 0.2 -0.2 -0.2
H 0.2 0.3 0.0
C -0.4 -1.1 -1.7
C 0.1 0.3 0.4
C 0.4 0.0 0.1
C -0.3 0.3 0.6
C -0.1 0.2 0.1
C 0.0 0.4 0.0
S 0.0 -0.3 0.8
H -0.3 0.2 -1.4
H 0.3 -0.3 -0.1
H 0.4 0.1 0.5
H -0.1 0.2 0.8
H -0.2 0.3 0.3
H 0.0 -0.1 -0.3
C -0.3 0.1 0.1
C 0.3 -0.3 0.3
C 0.4 0.1 -0.8
C -0.5 0.2 0.2
N 0.0 -0.1 0.3
C 0.7 -0.2 0.1
C 0.0 0.2 -0.4
H 0.0 0.3 -0.2
H -0.1 0.0 -0.3
H 0.2 0.0 -0.1
H -0.5 0.0 -0.1
H -0.5 0.1 0.5
H 0.0 -0.2 0.3
H 0.2 -0.1 0.0

Output
max |F| = 2.0 eV/A
ΔE to the lowest compared entry with this formula, charge and spin = 0.0 kcal/mol
orbital gap = 6.2 eV
total charge = +3

These are the Mulliken partial charges, in e, on atoms 1 to 4: number 1, La, carries 1.901; number 2, P, carries 0.617; number 3, P, carries 0.321; number 4, P, carries 0.544

This record from OMol25 describes a 2-piece molecular cluster, C3H12ClN2O3P2 overall at a distorted geometry. The level of theory is the ωB97M-V functional and the def2-TZVPD basis.

CARTESIAN COORDINATES (ANGSTROEM)
N: 3.487 2.374 1.248
P: 2.858 1.149 0.599
O: 2.641 1.195 -0.962
O: 1.542 0.519 1.163
P: 4.474 -0.363 0.837
Cl: 4.730 -1.582 -0.688
H: 3.001 2.788 2.035
H: 3.289 1.769 -1.407
H: 0.900 0.202 0.496
H: 4.268 -1.163 1.961
H: 5.660 0.351 0.992
C: -2.564 -1.796 0.290
C: -2.010 -0.815 -0.715
O: -0.840 -0.871 -1.093
N: -2.844 0.126 -1.201
C: -4.246 0.336 -0.885
H: -1.770 -2.482 0.567
H: -2.925 -1.283 1.183
H: -3.390 -2.365 -0.135
H: -2.417 0.740 -1.877
H: -4.861 0.232 -1.779
H: -4.403 1.332 -0.472
H: -4.579 -0.394 -0.155

Atomic forces in eV per Å
N 0.0 -0.6 0.3
P -0.6 1.1 0.0
O 0.5 -0.3 0.0
O 0.2 -0.3 -0.4
P -0.2 -0.1 -0.3
Cl 0.1 -0.2 -0.1
H 0.2 0.3 0.0
H -0.3 0.0 0.0
H -0.1 -0.2 0.0
H 0.1 0.1 0.2
H 0.1 0.0 0.1
C 0.1 0.0 0.0
C -0.1 -0.1 0.0
O 0.3 0.2 0.3
N 0.0 0.1 0.0
C 0.1 0.0 -0.1
H 0.0 0.0 0.0
H 0.0 0.0 0.0
H 0.0 0.0 0.0
H 0.0 0.0 0.0
H 0.0 0.0 0.0
H 0.0 0.0 0.0
H 0.0 0.0 0.0

Output
max |F| = 1.3 eV/A
ΔE to the lowest compared entry with this formula, charge and spin = 0.0 kcal/mol
orbital gap = 8.1 eV
total charge = +1

These are the Mulliken partial charges, in e, on atoms 1 to 4: number 1, N, carries -0.652; number 2, P, carries 0.925; number 3, O, carries -0.475; number 4, O, carries -0.425

This record from OMol25 describes C10H30F2HfO10 as an isolated structure at a distorted geometry. The level of theory is the ωB97M-V functional and the def2-TZVPD basis.

CARTESIAN COORDINATES (ANGSTROEM)
Hf: -2.410 1.386 0.461
F: -0.502 0.121 0.330
F: -1.166 2.582 -0.977
C: 1.067 -1.064 -2.321
C: 1.075 -2.189 -3.364
O: 2.206 -3.002 -3.201
O: 1.718 0.037 -2.936
H: 1.569 -1.313 -1.384
H: 0.061 -0.707 -2.075
H: 0.917 -1.797 -4.372
H: 0.184 -2.809 -3.181
H: 2.172 -3.628 -3.932
H: 1.744 0.814 -2.357
C: 2.694 3.428 0.546
C: 2.557 2.228 -0.365
O: 1.802 2.532 -1.522
O: 1.475 3.834 1.215
H: 2.977 4.310 -0.028
H: 3.431 3.223 1.324
H: 2.014 1.444 0.172
H: 3.541 1.863 -0.647
H: 0.852 2.635 -1.408
H: 1.407 4.756 1.476
C: -2.886 -1.003 -2.039
C: -3.903 -1.292 -0.967
O: -3.371 -0.796 0.259
O: -2.414 0.340 -1.874
H: -3.338 -1.154 -3.023
H: -2.020 -1.667 -2.085
H: -4.051 -2.373 -1.014
H: -4.896 -0.858 -1.104
H: -3.649 -1.452 0.917
H: -1.872 0.505 -2.662
C: -0.468 2.034 3.038
C: -1.564 1.212 3.595
O: -1.923 0.232 2.604
O: -0.822 2.693 1.798
H: 0.473 1.531 2.811
H: -0.277 2.843 3.747
H: -2.440 1.849 3.754
H: -1.282 0.730 4.529
H: -2.085 -0.648 2.967
H: -0.093 3.363 1.667
C: 0.629 -3.115 1.456
C: 1.994 -2.503 1.146
O: 1.984 -1.121 1.467
O: -0.277 -2.848 0.376
H: 0.222 -2.715 2.387
H: 0.741 -4.199 1.478
H: 2.436 -2.906 0.230
H: 2.783 -2.836 1.829
H: 1.326 -0.639 0.955
H: -0.338 -1.888 0.300

Atomic forces in eV per Å
Hf 10.3 -2.6 -3.5
F -3.7 2.3 0.3
F -3.3 -2.0 3.0
C 0.6 0.9 -1.1
C -1.3 -0.3 1.3
O 0.1 0.2 -0.4
O 0.2 0.1 -0.1
H 0.0 -0.5 -0.1
H -0.4 -0.5 0.1
H 0.5 0.3 0.0
H -0.1 -0.1 0.1
H 0.4 -0.1 0.1
H 0.1 0.0 -0.1
C 0.7 1.0 0.2
C -1.9 0.4 0.8
O 0.6 0.0 -1.1
O -1.7 -0.9 0.5
H 0.4 -0.2 -0.2
H 0.1 0.0 -0.1
H 0.4 -0.3 0.3
H 0.0 0.1 -0.2
H 0.1 0.0 0.7
H 0.9 0.2 -0.4
C -0.2 -0.5 -0.7
C -0.2 -0.4 -2.2
O 0.2 0.9 1.4
O -0.9 0.4 1.0
H -0.3 0.4 0.0
H 0.0 -0.1 0.8
H 0.2 -0.1 0.8
H 0.2 0.3 -0.3
H 0.4 0.4 0.5
H 0.4 0.9 0.4
C 1.4 1.0 0.3
C -0.2 0.3 0.1
O -1.1 0.7 -1.5
O -3.0 -1.5 -0.1
H -0.2 -0.5 0.4
H 0.1 -0.2 0.2
H 0.0 -0.1 0.3
H 0.1 0.0 0.0
H 0.1 -0.1 -0.1
H 0.5 -0.3 -1.4
C 0.9 -0.3 -1.0
C 0.5 -0.8 2.0
O 0.0 0.7 -0.8
O -0.5 0.3 0.1
H 0.2 -0.2 0.2
H -0.2 0.0 0.3
H -0.6 1.0 -0.8
H -0.5 -0.5 0.4
H 0.0 -0.1 -0.3
H 0.0 0.0 -0.1

Output
max |F| = 11.2 eV/A
ΔE to the lowest compared entry with this formula, charge and spin = 49.8 kcal/mol
orbital gap = 3.7 eV
total charge = +2

These are the Mulliken partial charges, in e, on atoms 1 to 4: number 1, Hf, carries 1.368; number 2, F, carries 0.868; number 3, F, carries -0.644; number 4, C, carries 1.622

This record from OMol25 describes C9H16Cl4CrNO6 as an isolated structure at a distorted geometry. The level of theory is the ωB97M-V functional and the def2-TZVPD basis.

CARTESIAN COORDINATES (ANGSTROEM)
Cr: 0.082 1.407 1.559
Cl: -0.891 -0.521 0.078
C: -1.665 -4.365 0.430
C: -2.798 -5.153 -0.080
N: -3.607 -5.872 -0.490
H: -1.537 -3.368 0.010
H: -0.724 -4.912 0.374
H: -1.907 -4.305 1.491
C: 3.703 0.035 4.327
O: 3.980 -0.471 3.068
C: 3.100 -0.521 2.066
O: 1.963 -0.045 2.155
O: 3.614 -1.249 1.042
C: 2.692 -1.748 0.111
H: 4.334 -0.366 5.121
H: 2.682 -0.175 4.645
H: 3.859 1.114 4.300
H: 3.199 -2.228 -0.726
H: 2.052 -0.947 -0.258
H: 2.092 -2.479 0.655
C: 0.101 5.561 -0.028
O: -0.157 4.793 -1.203
C: -0.685 3.569 -1.056
O: -0.630 2.846 -0.092
O: -1.308 3.152 -2.240
C: -2.061 1.967 -2.212
H: 0.985 5.028 0.320
H: -0.644 5.359 0.743
H: 0.136 6.629 -0.246
H: -1.376 1.127 -2.325
H: -2.636 1.910 -3.135
H: -2.671 1.819 -1.320
C: -2.640 -1.462 -3.362
Cl: -1.136 -1.278 -4.295
Cl: -3.004 -3.141 -2.845
Cl: -4.077 -0.727 -4.175
H: -2.422 -0.983 -2.408

Atomic forces in eV per Å
Cr 0.0 -2.0 -2.5
Cl 0.7 1.5 1.3
C -0.6 -0.4 0.5
C 1.3 0.4 -0.4
N -0.3 0.2 -0.1
H -0.3 -0.1 0.0
H -0.2 -0.2 -0.2
H 0.3 0.4 0.3
C -1.2 1.5 1.5
O 0.3 -1.5 -2.8
C 1.2 -1.0 0.9
O -0.6 0.8 -0.7
O 0.3 1.9 2.3
C -1.3 -0.3 -0.5
H 0.4 -0.3 -0.7
H -0.1 0.0 -0.2
H -0.1 0.1 0.2
H 0.3 0.2 0.4
H -0.1 -0.1 -0.1
H -0.3 -0.1 -0.4
C 0.5 -1.5 1.2
O -2.2 -1.8 -1.2
C -0.7 1.1 -4.0
O 0.5 -1.1 2.6
O 1.5 2.4 2.5
C 0.3 -1.5 -0.5
H 0.7 1.3 0.5
H -0.4 0.2 -0.2
H 0.4 -0.4 -0.3
H 0.2 -0.2 0.5
H -0.3 0.7 0.2
H 0.0 0.3 -0.1
C 0.6 0.8 0.2
Cl -1.1 -0.6 0.2
Cl -0.3 0.4 -0.9
Cl 1.2 -1.2 0.7
H -0.5 0.3 -0.2

Output
max |F| = 4.2 eV/A
<S²> = 8.7925
2S+1 = 6
orbital gap (alpha / beta) = 7.3 / 3.2 eV
total charge = +2

These are the Mulliken partial charges, in e, on atoms 1 to 4: number 1, Cr, carries 1.012; number 2, Cl, carries -0.396; number 3, C, carries -0.268; number 4, C, carries 0.221

This record from OMol25 describes a 9-piece molecular cluster, C19H56O9 overall at a distorted geometry. The level of theory is the ωB97M-V functional and the def2-TZVPD basis.

CARTESIAN COORDINATES (ANGSTROEM)
C: -0.054 -0.724 -0.080
O: 0.136 0.646 0.052
H: 0.848 -1.215 0.287
H: -0.769 -1.064 0.669
H: -0.261 -1.065 -1.094
H: 0.593 0.996 -0.717
C: -6.005 -3.324 3.502
O: -4.879 -3.823 4.184
H: -5.823 -3.118 2.447
H: -6.775 -4.084 3.642
H: -6.443 -2.449 3.983
H: -4.245 -4.343 3.684
C: -4.862 0.531 -3.600
O: -5.964 1.338 -3.960
H: -5.058 -0.492 -3.921
H: -3.946 0.912 -4.052
H: -4.648 0.648 -2.538
H: -6.589 0.884 -4.530
C: -1.244 -0.600 7.012
O: -2.193 -1.579 7.440
H: -0.244 -0.866 7.353
H: -1.198 -0.672 5.926
H: -1.471 0.414 7.344
H: -2.578 -1.944 6.640
C: 6.245 4.138 -1.681
C: 6.783 5.248 -2.577
C: 8.152 4.882 -3.230
O: 5.835 5.601 -3.492
H: 5.253 4.374 -1.296
H: 6.857 3.856 -0.825
H: 6.121 3.264 -2.321
H: 6.856 6.001 -1.793
H: 8.591 5.620 -3.901
H: 8.166 3.867 -3.627
H: 8.893 4.756 -2.440
H: 6.014 6.516 -3.721
C: -1.638 -6.641 -0.837
C: -2.936 -6.703 0.022
C: -3.998 -7.696 -0.470
O: -2.627 -6.968 1.333
H: -1.839 -6.181 -1.805
H: -1.288 -7.629 -1.137
H: -0.866 -6.034 -0.365
H: -3.286 -5.670 0.009
H: -4.288 -7.480 -1.498
H: -4.911 -7.585 0.115
H: -3.542 -8.686 -0.482
H: -2.109 -7.773 1.409
C: 0.657 1.431 -6.688
C: 1.021 2.868 -6.347
C: 0.107 3.970 -6.683
O: 1.193 3.030 -4.956
H: 1.143 1.140 -7.619
H: -0.428 1.340 -6.752
H: 1.058 0.746 -5.941
H: 2.001 3.160 -6.725
H: -0.606 4.119 -5.872
H: -0.401 3.737 -7.619
H: 0.498 4.986 -6.733
H: 1.841 3.730 -4.852
C: 3.500 -5.534 4.521
C: 4.268 -4.605 3.617
C: 4.059 -3.217 4.169
O: 5.587 -4.841 3.893
H: 3.663 -5.409 5.591
H: 3.771 -6.559 4.268
H: 2.419 -5.439 4.421
H: 4.045 -4.670 2.552
H: 4.525 -3.007 5.132
H: 2.985 -3.163 4.345
H: 4.286 -2.514 3.368
H: 6.051 -4.599 3.088
C: -2.199 6.246 0.833
C: -2.537 6.067 2.319
C: -4.057 5.970 2.657
O: -1.888 4.890 2.833
H: -1.380 5.615 0.488
H: -1.745 7.225 0.679
H: -3.029 5.969 0.183
H: -2.168 6.966 2.812
H: -4.513 6.477 1.807
H: -4.363 6.403 3.609
H: -4.411 4.946 2.537
H: -1.720 4.442 2.000

Atomic forces in eV per Å
C 0.9 -1.0 0.8
O -0.4 1.2 -0.1
H 0.4 -0.4 -0.4
H -0.6 0.2 -0.5
H -0.3 0.0 0.1
H 0.0 -0.1 0.0
C -0.5 -1.0 -0.1
O 0.7 0.7 1.1
H -0.1 0.0 0.0
H -0.4 -0.1 -0.6
H 0.7 0.2 0.1
H -0.5 0.1 -0.5
C 0.1 0.2 -0.3
O -0.3 0.7 0.1
H 0.4 -0.1 0.4
H 0.0 -0.1 -0.5
H -0.5 -0.4 0.2
H 0.3 -0.2 0.1
C 0.2 -0.8 -0.6
O 0.1 0.3 0.2
H 0.0 0.0 0.3
H 0.1 0.6 -0.1
H -0.3 -0.1 0.0
H -0.2 -0.1 0.2
C -0.5 -1.1 -0.9
C 1.8 -0.8 2.2
C 0.0 -0.2 1.5
O -1.3 0.5 -1.3
H 0.0 0.3 -0.1
H 0.3 0.3 -0.2
H -0.1 -0.4 0.2
H 0.8 1.0 -0.5
H -0.5 -0.1 -0.2
H -0.5 0.2 -0.7
H 0.1 0.3 0.4
H -0.2 0.0 -0.3
C -0.9 -0.2 -0.6
C 0.7 0.3 -1.8
C 0.5 1.0 -0.7
O 0.3 0.0 2.0
H -0.2 0.3 0.0
H 0.3 -0.2 0.5
H 0.0 -0.3 0.2
H -0.5 0.0 0.1
H 0.1 0.1 -0.2
H 0.2 -0.5 0.3
H -0.4 -0.2 0.3
H 0.0 -0.1 -0.1
C 0.1 0.4 -0.1
C 1.8 0.8 0.7
C -2.1 0.7 -1.2
O 0.6 -0.8 1.8
H -0.4 0.1 -0.2
H 0.0 -0.3 -0.1
H -0.1 0.2 0.2
H 0.2 -0.7 -0.8
H -0.5 -0.6 -0.1
H -0.3 0.4 -0.1
H 0.8 -0.2 -0.4
H 0.0 0.0 0.3
C -0.9 -1.4 -0.5
C -1.0 1.1 2.7
C -2.1 0.8 -1.1
O 2.9 -1.4 -1.0
H 0.6 0.4 -0.1
H -0.1 -0.2 0.1
H -0.1 0.0 -0.3
H -0.3 -0.2 0.0
H 0.4 -0.3 -0.4
H -0.3 0.7 0.0
H 0.3 0.5 0.5
H 0.6 -0.1 0.2
C 0.2 -0.2 0.0
C -0.7 -0.2 0.8
C 0.6 0.2 -1.7
O 0.1 0.6 -0.4
H 0.1 -0.5 0.4
H -0.8 0.3 -0.4
H -0.1 0.6 -0.1
H 0.3 -0.2 0.4
H -0.6 0.5 0.4
H 0.2 -0.1 -0.1
H 0.2 -0.1 0.4
H 0.4 -0.7 0.4

Output
max |F| = 3.4 eV/A
ΔE to the lowest compared entry with this formula, charge and spin = 152.6 kcal/mol
orbital gap = 10.0 eV
total charge = 0

These are the Mulliken partial charges, in e, on atoms 1 to 4: number 1, C, carries -0.501; number 2, O, carries -0.490; number 3, H, carries 0.243; number 4, H, carries 0.213